Density functional theory data (ωB97M-V/def2-TZVPD) for a 12-piece molecular cluster, C36H72O24S6 overall at a distorted geometry.

HOMO energy in eV: -8.561
Largest force on an atom in eV Å⁻¹: 1.46
Molar mass in g/mol: 1081.35
Multiplicity: 1
Gap between HOMO and LUMO in eV: 8.39

Each atom is followed by the atoms it is bonded to, with distances in Å.
Atoms and positions in Å:
1 C 29.54894 2.88325 0.35711  C2 1.511, H8 1.096, H9 1.086, H10 1.091
2 C 30.05961 4.30501 0.36002  C1 1.511, C3 1.525, O7 1.445, H11 1.096
3 C 29.75008 5.05678 1.64994  C2 1.525, O4 1.432, H12 1.095, H13 1.090
4 O 30.92227 5.85392 1.85273  C3 1.432, C5 1.356
5 C 31.95012 5.31555 1.15074  O4 1.356, O6 1.183, O7 1.352
6 O 33.08101 5.64852 1.24767  C5 1.183
7 O 31.50343 4.34152 0.32561  C2 1.445, C5 1.352
8 H 28.45460 2.92422 0.38717  C1 1.096
9 H 29.92937 2.36491 1.23278  C1 1.086
10 H 29.77304 2.38192 -0.58553  C1 1.091
11 H 29.69674 4.77774 -0.55926  C2 1.096
12 H 29.56769 4.38138 2.49173  C3 1.095
13 H 28.86360 5.67664 1.51948  C3 1.090
14 C 33.64279 6.14220 4.68672  C15 1.510, H21 1.100, H22 1.086, H23 1.087
15 C 33.75637 4.72027 5.18198  C14 1.510, C16 1.529, O20 1.447, H24 1.093
16 C 33.30312 3.64504 4.19415  C15 1.529, O17 1.422, H25 1.089, H26 1.088
17 O 34.37572 2.71096 4.18701  C16 1.422, C18 1.343
18 C 35.42383 3.19448 4.87359  O17 1.343, O19 1.194, O20 1.340
19 O 36.45612 2.61415 5.02588  C18 1.194
20 O 35.15390 4.40487 5.38176  C15 1.447, C18 1.340
21 H 32.59075 6.29558 4.40262  C14 1.100
22 H 34.24362 6.31178 3.79759  C14 1.086
23 H 33.77990 6.86398 5.48837  C14 1.087
24 H 33.25517 4.66228 6.15144  C15 1.093
25 H 33.09025 4.04906 3.20530  C16 1.089
26 H 32.39807 3.17978 4.57903  C16 1.088
27 C 29.89635 2.87316 7.73579  C28 1.494, H34 1.092, H35 1.090, H36 1.089
28 C 30.48652 3.55966 8.92373  C27 1.494, C29 1.514, O33 1.453, H37 1.092
29 C 30.92956 2.69658 10.08636  C28 1.514, O30 1.428, H38 1.095, H39 1.085
30 O 32.06862 3.40065 10.58218  C29 1.428, C31 1.356
31 C 32.61821 4.08071 9.54622  O30 1.356, O32 1.186, O33 1.346
32 O 33.69850 4.56893 9.56562  C31 1.186
33 O 31.76890 4.09780 8.50214  C28 1.453, C31 1.346
34 H 30.49878 2.01488 7.43270  C27 1.092
35 H 29.92980 3.57828 6.90583  C27 1.090
36 H 28.87336 2.54002 7.90344  C27 1.089
37 H 29.85818 4.40510 9.21008  C28 1.092
38 H 31.28082 1.72957 9.71244  C29 1.095
39 H 30.14257 2.56011 10.82033  C29 1.085
40 C 33.39185 0.45242 8.38884  C41 1.502, H47 1.092, H48 1.093, H49 1.097
41 C 34.36041 -0.18912 7.43621  C40 1.502, C42 1.528, O46 1.437, H50 1.085
42 C 34.80425 -1.58668 7.86542  C41 1.528, O43 1.455, H51 1.083, H52 1.088
43 O 33.77774 -2.40893 7.24300  C42 1.455, C44 1.345
44 C 33.22258 -1.71414 6.23461  O43 1.345, O45 1.181, O46 1.356
45 O 32.45260 -2.15388 5.45519  C44 1.181
46 O 33.77123 -0.47629 6.15729  C41 1.437, C44 1.356
47 H 32.79647 1.26050 7.95871  C40 1.092
48 H 33.90286 0.88369 9.25319  C40 1.093
49 H 32.69607 -0.29591 8.78864  C40 1.097
50 H 35.27028 0.38026 7.27801  C41 1.085
51 H 34.80445 -1.73501 8.93782  C42 1.083
52 H 35.72403 -1.85826 7.35062  C42 1.088
53 C 29.68802 -2.86230 3.86821  C54 1.507, H60 1.088, H61 1.089, H62 1.094
54 C 29.87863 -4.08262 3.00460  C53 1.507, C55 1.552, O59 1.442, H63 1.089
55 C 28.64090 -4.42218 2.13208  C54 1.552, O56 1.417, H64 1.094, H65 1.090
56 O 29.09742 -4.24153 0.80260  C55 1.417, C57 1.355
57 C 30.41402 -3.92057 0.77896  O56 1.355, O58 1.192, O59 1.340
58 O 31.02399 -3.73216 -0.22758  C57 1.192
59 O 30.90280 -3.82608 2.02296  C54 1.442, C57 1.340
60 H 29.37140 -2.03195 3.24101  C53 1.088
61 H 30.59838 -2.62784 4.41821  C53 1.089
62 H 28.88617 -3.10164 4.57332  C53 1.094
63 H 30.23933 -4.95761 3.54261  C54 1.089
64 H 27.81107 -3.73057 2.30498  C55 1.094
65 H 28.22622 -5.41784 2.29276  C55 1.090
66 C 26.53039 4.84491 -1.71384  C67 1.503, H73 1.095, H74 1.089, H75 1.087
67 C 25.63220 4.85370 -0.50909  C66 1.503, C68 1.538, O72 1.463, H76 1.088
68 C 24.77560 3.59363 -0.29726  C67 1.538, O69 1.439, H77 1.088, H78 1.091
69 O 25.04291 3.19813 1.05994  C68 1.439, C70 1.353
70 C 26.10239 3.88419 1.54623  O69 1.353, O71 1.186, O72 1.347
71 O 26.59501 3.70416 2.61038  C70 1.186
72 O 26.52712 4.79202 0.64607  C67 1.463, C70 1.347
73 H 25.99897 5.32254 -2.54330  C66 1.095
74 H 26.80867 3.83777 -2.02065  C66 1.089
75 H 27.42844 5.44038 -1.56716  C66 1.087
76 H 25.05423 5.77236 -0.43938  C67 1.088
77 H 24.94342 2.78130 -1.00187  C68 1.088
78 H 23.71395 3.84275 -0.28326  C68 1.091
79 C 26.59944 -0.11043 0.22028  S80 1.796, H83 1.091, H84 1.090, H85 1.096
80 S 26.55833 -1.76913 0.90696  C79 1.796, O81 1.492, C82 1.795
81 O 26.74521 -1.51758 2.36597  S80 1.492
82 C 24.80267 -2.05694 0.66877  S80 1.795, H86 1.090, H87 1.087, H88 1.093
83 H 26.33009 -0.05701 -0.83580  C79 1.091
84 H 27.59330 0.27851 0.44108  C79 1.090
85 H 25.88757 0.54423 0.73662  C79 1.096
86 H 24.21176 -1.22314 1.04894  C82 1.090
87 H 24.54689 -2.98785 1.16775  C82 1.087
88 H 24.58270 -2.13345 -0.39899  C82 1.093
89 C 24.18372 -1.48518 7.49722  S90 1.800, H93 1.090, H94 1.091, H95 1.087
90 S 25.73446 -1.39153 6.58788  C89 1.800, O91 1.481, C92 1.799
91 O 26.44191 -0.18464 7.07316  S90 1.481
92 C 26.48874 -2.82234 7.37654  S90 1.799, H96 1.088, H97 1.092, H98 1.090
93 H 24.33571 -1.76202 8.54046  C89 1.090
94 H 23.54883 -2.25267 7.05311  C89 1.091
95 H 23.72758 -0.50062 7.42647  C89 1.087
96 H 27.52569 -2.87800 7.05208  C92 1.088
97 H 25.98068 -3.74988 7.10586  C92 1.092
98 H 26.42230 -2.72600 8.46000  C92 1.090
99 C 28.51652 5.97626 4.90818  S100 1.788, H103 1.090, H104 1.093, H105 1.086
100 S 27.32416 5.31550 6.06462  C99 1.788, O101 1.490, C102 1.802
101 O 27.73519 5.86038 7.38893  S100 1.490
102 C 25.96200 6.31950 5.44653  S100 1.802, H106 1.090, H107 1.096, H108 1.087
103 H 29.51881 5.68244 5.21839  C99 1.090
104 H 28.48994 7.06670 4.97497  C99 1.093
105 H 28.36416 5.63212 3.88974  C99 1.086
106 H 25.06522 6.13454 6.03727  C102 1.090
107 H 25.77943 5.90706 4.44765  C102 1.096
108 H 26.16554 7.38745 5.41981  C102 1.087
109 C 24.76427 1.11891 4.51586  S110 1.793, H113 1.084, H114 1.094, H115 1.094
110 S 23.11616 1.55409 3.96079  C109 1.793, O111 1.486, C112 1.807
111 O 22.19630 0.83811 4.88250  S110 1.486
112 C 23.18968 3.23019 4.63121  S110 1.807, H116 1.092, H117 1.087, H118 1.092
113 H 24.77162 0.99475 5.59262  C109 1.084
114 H 25.47348 1.87671 4.17045  C109 1.094
115 H 25.11865 0.23059 3.98525  C109 1.094
116 H 22.39163 3.86702 4.24360  C112 1.092
117 H 24.13883 3.72900 4.44972  C112 1.087
118 H 22.95707 3.08740 5.68828  C112 1.092
119 C 34.67886 -0.05968 1.94891  S120 1.824, H123 1.085, H124 1.088, H125 1.087
120 S 32.96149 -0.67286 1.98279  C119 1.824, O121 1.488, C122 1.792
121 O 32.16472 0.42998 2.58653  S120 1.488
122 C 32.70880 -0.70931 0.20906  S120 1.792, H126 1.090, H127 1.089, H128 1.097
123 H 35.08590 -0.08670 0.94338  C119 1.085
124 H 35.26552 -0.71718 2.58758  C119 1.088
125 H 34.61272 0.93262 2.38828  C119 1.087
126 H 31.66640 -0.98482 0.04726  C122 1.090
127 H 33.34439 -1.38955 -0.35542  C122 1.089
128 H 32.85304 0.28050 -0.24126  C122 1.097
129 C 28.18516 0.68691 3.89479  S130 1.785, H133 1.087, H134 1.096, H135 1.085
130 S 29.61546 1.74669 3.75981  C129 1.785, O131 1.498, C132 1.801
131 O 29.21095 3.03132 4.41604  S130 1.498
132 C 30.59609 0.79073 4.92973  S130 1.801, H136 1.087, H137 1.087, H138 1.088
133 H 27.52949 0.94009 3.06562  C129 1.087
134 H 27.68206 0.91343 4.84134  C129 1.096
135 H 28.36767 -0.38116 3.94092  C129 1.085
136 H 31.53977 1.28019 5.15658  C132 1.087
137 H 30.84545 -0.11882 4.38993  C132 1.087
138 H 30.01843 0.62793 5.83777  C132 1.088

Atomic partial charges in e from the Mulliken method, atoms 1 to 8: -0.43 0.77 1.25 -0.43 0.50 -0.51 -0.39 -0.21